Record 1
This record from OMol25 describes a molecular structure, C18H23MnN6O6P2. The level of theory is ωB97M-V/def2-TZVPD.

Properties
Kohn-Sham gap (alpha / beta) ... 9.27 / 9.28 eV
Energy ... -3313.614644 Ha
LUMO energy (alpha / beta) ... -2.097 / -2.113 eV
Total charge ... +1
Spin multiplicity ... 6
Energy relative to the best compared isomer or geometry (same formula, charge and spin) ... 38.66 kJ/mol

```
56
Properties=species:S:1:pos:R:3:forces:R:3
Mn 0.4786 -0.0622 0.0259 0.738 0.056 -0.152
P -1.9463 -1.4815 0.5551 -0.241 -0.381 0.269
P -2.3417 1.5675 -0.0667 -0.026 0.038 -0.041
O -0.7838 -1.7356 -0.3735 0.020 0.335 0.097
O -1.2443 -0.7218 1.8099 -0.161 -0.059 0.059
O -2.9105 -2.5009 1.0410 0.136 0.077 -0.145
O -0.8285 1.4946 -0.1174 -0.192 -0.204 0.112
O -3.0593 2.4359 -1.0135 0.001 0.027 0.045
O -2.8172 1.8521 1.4722 0.174 -0.018 -0.092
N 1.2034 0.0790 -2.1053 -0.341 0.172 0.121
N 2.9229 -0.5250 -0.2218 0.010 -0.077 -0.068
N 1.6473 0.1045 1.9892 -0.457 0.004 -0.035
N 2.3104 -0.7602 -3.8214 -0.031 0.002 -0.111
N -4.3129 -0.2576 0.5461 0.096 0.150 -0.174
N 3.0559 -0.8111 3.4264 0.050 -0.007 0.119
C 2.0805 -0.1920 4.2036 0.113 -0.100 -0.034
C -0.6232 1.1940 -3.4633 0.012 0.041 0.051
C 1.2026 0.3805 3.2888 0.015 0.113 -0.152
C 0.8062 0.6288 6.0045 -0.013 0.002 -0.035
C -2.9938 -0.1635 -0.2042 0.031 -0.011 -0.120
C 0.7746 0.0647 -5.6794 0.013 -0.019 -0.016
C 3.2446 -1.1434 -1.4997 -0.114 0.046 0.015
C 0.1039 1.1164 3.7273 -0.055 0.043 -0.043
C -3.2513 -0.5169 -1.6737 -0.018 -0.006 0.089
C 0.5225 0.4211 -3.2786 -0.015 0.084 0.119
C -1.0600 1.3715 -4.7603 0.016 -0.016 -0.027
C 2.7388 -0.6004 2.1314 0.071 0.006 0.084
C -0.3757 0.8097 -5.8513 0.006 0.000 0.017
C 1.9053 -0.0903 5.5789 0.023 0.012 0.032
C -0.0799 1.2271 5.0913 0.038 -0.020 0.011
C 1.2046 -0.1103 -4.3692 0.153 -0.105 0.028
C 3.5454 -1.0818 0.9657 -0.065 0.030 -0.001
C 2.2458 -0.6103 -2.4805 0.013 -0.074 -0.153
H 3.0237 -1.2553 -4.3286 0.010 0.008 -0.001
H 2.5942 -0.5418 6.2819 -0.034 0.016 -0.030
H -2.9380 2.8001 1.6108 -0.115 0.046 0.007
H 3.5250 -2.1717 0.9136 -0.055 -0.031 -0.010
H 3.8571 -1.3174 3.7633 0.005 0.005 0.004
H -1.1276 1.6595 -2.6252 0.003 -0.017 -0.083
H 4.2610 -0.9351 -1.8458 0.077 -0.005 -0.015
H -4.3085 0.3964 1.3331 0.026 0.017 0.048
H -2.3069 -0.5728 -2.2114 0.004 0.019 0.024
H -5.0991 -0.0336 -0.0619 -0.018 0.032 -0.025
H 1.3123 -0.3534 -6.5206 -0.026 0.015 0.016
H 3.1183 0.4694 -0.2713 0.029 0.041 -0.010
H -3.7347 -1.4928 -1.7614 0.016 0.000 0.034
H -1.4776 -1.1008 2.6658 -0.009 0.011 0.046
H -0.9205 1.7933 5.4713 0.020 -0.015 -0.005
H 0.6263 0.7390 7.0658 -0.001 0.005 -0.028
H -1.9436 1.9694 -4.9440 0.026 -0.016 0.009
H -3.8638 0.2525 -2.1451 -0.014 0.012 0.018
H -0.5742 1.5736 3.0164 0.029 -0.031 0.044
H 4.5898 -0.7796 1.0883 0.076 -0.031 0.015
H 3.1413 -2.2260 -1.4084 -0.030 -0.039 0.012
H -4.3679 -1.2318 0.8880 -0.031 -0.183 0.037
H -0.7518 0.9764 -6.8521 0.010 -0.003 0.020
```
Positions in Å, forces in eV/Å.

Record 2
This record from OMol25 describes a molecular structure, C27H25ClN3O4Tc. The level of theory is ωB97M-V/def2-TZVPD.

Properties
Kohn-Sham gap (alpha / beta) ... 7.01 / 6.52 eV
Energy ... -2049.856390 Ha
LUMO energy (alpha / beta) ... -3.649 / -3.622 eV
Total charge ... +1
Spin multiplicity ... 2
Energy relative to the best compared isomer or geometry (same formula, charge and spin) ... 121.76 kJ/mol

```
61
Properties=species:S:1:pos:R:3:forces:R:3
Tc -1.3707 -0.2623 -0.0935 0.256 -0.705 0.386
Cl -0.3235 -2.3088 -1.9917 -0.129 0.245 -0.154
O -3.1123 0.7302 -0.8663 -0.018 0.047 0.074
O 0.5555 -0.9231 0.4605 0.078 0.164 0.097
O -2.4209 -1.9076 0.4206 0.010 -0.337 -0.246
O -3.2303 -3.4337 1.8274 -0.028 0.016 0.024
N -0.6006 1.5030 -0.5516 -0.080 -0.143 -0.157
N 0.5869 1.9429 -0.5100 0.181 -0.008 0.146
N -1.5714 0.4346 1.9166 -0.390 0.393 -0.341
C -3.9335 3.0013 -1.1780 -0.008 0.021 0.001
C -4.4535 0.2076 -0.9462 0.021 -0.087 -0.109
C -1.2936 3.8693 -0.9107 -0.004 0.056 0.037
C -3.6223 4.3522 -1.2549 -0.009 -0.008 -0.007
C 2.9350 1.7860 -0.4790 0.005 0.040 -0.041
C 4.1221 -0.2890 -0.0611 0.010 -0.001 0.005
C -2.3103 4.7842 -1.1262 0.014 -0.004 -0.018
C 1.8806 -4.3454 0.6993 0.001 -0.028 -0.004
C 5.4051 3.1175 -0.7435 -0.026 0.046 -0.006
C 1.7205 -0.2381 0.1081 -0.024 -0.072 0.055
C 0.7196 -3.4638 -1.1828 -0.071 0.018 0.061
C 5.3849 1.7788 -0.4925 -0.012 -0.043 -0.009
C -3.0488 -2.2836 1.5178 0.088 0.262 -0.176
C 1.6747 1.0990 -0.2821 -0.106 0.132 -0.051
C -2.2194 -0.4316 2.9395 -0.004 -0.063 0.118
C 0.6189 -2.2427 1.0663 0.023 -0.142 -0.121
C -3.4649 -1.1175 2.4006 -0.024 -0.087 0.042
C 4.1546 1.0912 -0.3540 0.029 -0.008 0.013
C -1.5899 2.5180 -0.8198 0.077 -0.131 0.056
C -2.9112 2.0960 -0.9617 -0.080 -0.005 0.031
C 2.9887 3.1679 -0.7908 -0.031 -0.055 0.009
C 1.0809 -3.3448 0.1534 -0.028 0.051 -0.065
C 2.9474 -0.9273 0.1925 -0.010 0.029 0.014
C 4.1883 3.8106 -0.9097 0.046 -0.007 -0.025
C 2.3053 -5.4237 -0.0573 -0.025 -0.018 0.017
C 1.9486 -5.5064 -1.3946 0.002 -0.001 -0.009
C 1.1562 -4.5223 -1.9615 -0.013 -0.027 -0.010
H 5.0491 -0.8485 -0.0359 0.002 0.031 0.094
H -5.0601 0.6121 -0.1370 -0.006 0.027 -0.009
H -0.6556 0.7235 2.2495 -0.012 0.100 0.039
H 2.9095 -6.1971 0.3964 0.019 0.020 -0.008
H -2.0768 5.8378 -1.1898 -0.007 -0.003 -0.001
H -4.8821 0.4585 -1.9142 0.001 0.026 0.001
H -0.4057 -2.4452 1.3690 -0.030 0.065 0.026
H -4.4179 5.0675 -1.4129 0.011 -0.004 -0.013
H 2.1696 -4.2736 1.7420 0.003 0.005 -0.010
H -2.4747 0.1655 3.8155 0.094 0.078 -0.012
H -4.0724 -1.4947 3.2202 0.035 0.025 0.035
H 6.3442 3.6501 -0.8108 -0.006 -0.016 -0.063
H -1.4885 -1.1778 3.2547 0.005 -0.002 0.008
H 1.2481 -2.1779 1.9539 0.077 -0.012 -0.044
H -4.0605 -0.4000 1.8291 -0.035 -0.011 0.030
H 2.0689 3.7131 -0.9258 0.010 0.007 0.006
H -2.1307 1.2800 1.8209 0.106 0.127 0.240
H 6.3063 1.2211 -0.3797 -0.009 0.001 0.010
H 4.2051 4.8672 -1.1436 0.001 -0.002 0.035
H 2.2793 -6.3392 -2.0001 0.001 0.009 0.003
H -0.2678 4.1861 -0.7977 -0.007 -0.006 -0.004
H -4.9576 2.6736 -1.2779 0.009 0.007 -0.019
H -4.3543 -0.8684 -0.8481 0.019 -0.001 0.011
H 2.9680 -1.9747 0.4397 -0.009 -0.012 -0.009
H 0.8600 -4.5773 -3.0000 0.005 0.002 0.015
```
Positions in Å, forces in eV/Å.

Record 3
This record from OMol25 describes a molecular structure, C18H24N8O4RuS2. The level of theory is ωB97M-V/def2-TZVPD.

Properties
Kohn-Sham gap (alpha / beta) ... 6.27 / 5.81 eV
Energy ... -2330.310729 Ha
LUMO energy (alpha / beta) ... -3.957 / -4.407 eV
Total charge ... +1
Spin multiplicity ... 2
Energy relative to the best compared isomer or geometry (same formula, charge and spin) ... 57.84 kJ/mol

```
57
Properties=species:S:1:pos:R:3:forces:R:3
Ru 0.1781 1.3480 -0.1448 0.135 0.645 0.098
S -0.8164 1.4111 1.9248 0.048 -0.118 0.167
S 0.2735 -2.0189 -0.9743 0.208 -0.256 0.151
O 0.9279 4.0558 0.8684 -0.026 0.127 -0.047
O -0.1958 -2.6754 0.2315 -0.059 0.160 -0.152
O -2.0357 0.9007 -1.6673 -0.422 0.405 -0.085
O -0.6802 -1.6925 -1.9857 -0.020 0.074 -0.046
N -2.2657 -0.7529 1.1221 0.178 -0.071 -0.064
N 0.0980 3.3513 -0.0038 0.002 -0.272 0.136
N 4.6395 -5.1668 -3.3397 0.102 0.010 0.016
N -3.2023 0.4466 2.7007 0.061 -0.133 -0.006
N 2.7580 -1.4269 0.8206 -0.057 0.016 -0.039
N -1.4828 1.8647 -1.1192 0.236 -0.828 -0.244
N 2.0113 0.8255 0.7838 0.048 -0.062 0.208
N 0.9228 -0.5668 -0.5025 -0.221 0.115 0.080
C 2.1101 -2.5666 -2.8785 -0.034 0.000 -0.047
C -1.0846 5.4653 -0.5088 0.058 0.040 0.004
C 3.6941 -1.0398 1.6859 0.024 0.012 0.021
C 2.0721 -4.0588 -0.9800 0.003 0.008 0.039
C 3.0808 -4.8059 -1.5463 0.018 0.021 -0.024
C 2.9269 1.1944 1.6679 0.054 -0.039 -0.076
C 3.8296 0.2628 2.1477 -0.002 0.031 0.000
C 1.9555 -0.4695 0.3966 0.063 -0.007 -0.089
C 1.5832 -2.9428 -1.6470 -0.039 0.042 0.020
C -1.7893 3.1463 -1.3022 0.075 0.105 0.051
C -2.8909 3.5650 -2.2123 -0.038 -0.038 0.000
C -2.1520 0.3120 1.8958 -0.004 0.049 -0.148
C -4.1678 -0.6350 2.4821 -0.033 0.010 -0.031
C 3.6275 -4.4403 -2.7859 -0.084 0.023 0.008
C 3.1273 -3.3028 -3.4412 0.018 -0.025 0.014
C -3.4659 1.5021 3.6514 -0.005 0.038 -0.014
C -3.4583 -1.5341 1.4551 0.003 -0.034 -0.005
C -0.8934 3.9911 -0.5847 -0.054 -0.063 -0.114
H -0.5332 5.9139 0.3118 0.004 -0.035 -0.007
H -4.0586 -1.7118 0.5661 0.001 0.008 -0.002
H 4.8935 -6.0539 -2.9464 -0.017 -0.012 -0.014
H 0.4137 4.1888 1.6807 0.032 -0.064 -0.003
H -2.1424 5.7024 -0.4192 0.002 0.012 0.010
H -5.0959 -0.2127 2.0928 -0.008 -0.012 0.008
H 3.5362 -3.0168 -4.4019 0.003 0.001 -0.005
H -2.5333 3.6482 -3.2412 -0.023 -0.001 -0.006
H -4.4589 1.9159 3.4717 0.003 -0.001 0.001
H 1.6552 -4.3313 -0.0209 -0.006 -0.002 0.004
H -0.7218 5.9174 -1.4350 -0.022 -0.007 -0.012
H -1.4881 -1.1884 0.6203 -0.210 0.134 0.240
H 4.5984 0.5359 2.8532 0.006 -0.006 0.003
H 2.9306 2.2350 1.9670 -0.004 -0.002 0.014
H -3.3136 4.5238 -1.9198 0.006 0.007 0.000
H -3.1602 -2.4940 1.8755 -0.007 0.003 -0.007
H 4.3685 -1.8157 2.0298 -0.009 -0.007 0.007
H -4.3870 -1.1453 3.4200 0.016 -0.004 -0.008
H 1.7058 -1.7091 -3.4011 0.001 0.005 0.001
H -3.6799 2.8148 -2.2023 0.007 -0.005 0.002
H 3.4577 -5.6822 -1.0341 0.002 -0.004 0.000
H -3.4221 1.1154 4.6703 0.001 0.010 -0.003
H 4.9281 -4.9879 -4.2836 -0.019 -0.016 -0.007
H -2.7280 2.2907 3.5363 0.006 0.010 0.006
```
Positions in Å, forces in eV/Å.

Record 4
This record from OMol25 describes a molecular structure, C45H39BCaN15OS2. The level of theory is ωB97M-V/def2-TZVPD.

Properties
Kohn-Sham gap (alpha / beta) ... 5.37 / 6.48 eV
Energy ... -4133.623951 Ha
LUMO energy (alpha / beta) ... -0.675 / -0.675 eV
Spin multiplicity ... 2
Energy relative to the best compared isomer or geometry (same formula, charge and spin) ... 395.81 kJ/mol

```
104
Properties=species:S:1:pos:R:3:forces:R:3
Ca -0.9767 1.4695 -0.4320 -0.178 0.496 -0.345
S 3.0185 -1.8131 0.9878 -0.005 0.045 -0.074
S 0.1788 -0.6051 1.0855 0.088 -0.018 0.181
O -0.6110 3.2223 -1.6399 0.010 -0.243 0.109
N 2.2434 0.1802 -0.5588 -0.077 -0.024 0.069
N 0.1470 -1.9508 1.9703 0.043 0.038 0.015
N -2.2233 0.2062 -2.2388 0.036 0.039 0.167
N -6.0198 -1.7942 -5.4299 0.003 0.001 0.002
N -2.2964 2.2058 1.3801 0.042 0.055 0.057
N -2.0896 -2.7811 1.2173 0.027 0.088 -0.034
N -0.0083 -3.5307 0.0245 -0.052 -0.047 0.023
N 0.6299 -5.0906 2.4244 0.001 0.009 0.045
N 1.3476 1.0580 -1.1672 0.129 -0.069 -0.084
N -0.0222 0.5367 2.3289 -0.148 -0.116 -0.094
N -2.4978 -1.5060 1.4066 -0.011 0.003 -0.023
N -0.5111 -4.3589 2.3611 0.166 0.079 -0.002
N -1.7415 2.9376 2.3237 0.032 -0.033 0.024
N 0.3890 1.8601 1.8326 0.169 0.024 0.068
N 0.1469 -2.4885 -0.8134 0.005 0.109 0.028
C 0.5007 -5.8558 3.4936 -0.053 -0.014 0.020
C 7.0186 1.5999 -0.2798 -0.003 -0.015 -0.020
C 1.9615 1.7710 -2.0810 -0.072 0.018 -0.042
C -3.6487 -1.6017 -2.8643 0.019 0.026 -0.030
C -0.7227 -5.6241 4.1544 0.061 -0.012 -0.027
C 4.2893 -1.7284 -0.2859 -0.039 -0.034 0.005
C -3.6939 2.2791 1.3888 0.018 -0.051 -0.083
C -5.8268 2.6885 2.4389 -0.031 -0.002 -0.004
C -6.4992 2.2924 1.2882 0.011 -0.003 -0.006
C 0.7862 -4.3748 -1.8483 -0.070 0.001 0.016
C 1.7578 1.6427 2.5161 0.018 -0.032 0.029
C 3.4617 1.6915 -2.2157 -0.007 0.023 0.010
C -0.4666 4.1991 -3.7563 -0.005 -0.024 0.024
C 1.2605 2.6507 -3.0213 0.061 -0.039 0.019
C 0.6309 -2.9863 -1.9448 0.025 0.020 0.022
C 0.3575 -4.6772 -0.5696 0.107 -0.060 -0.024
C 6.9795 0.7039 -1.3407 -0.006 0.016 0.020
C -1.3290 -4.6513 3.4017 -0.094 0.000 -0.017
C 1.0456 0.5283 3.3469 -0.009 -0.036 0.073
C -3.7913 -1.4902 1.1197 -0.021 0.006 0.030
C -4.1751 -0.8284 -3.8909 -0.041 -0.053 -0.023
C 0.1715 3.7785 3.3748 0.037 -0.007 0.006
C -2.7309 0.9411 -3.2334 0.008 -0.009 -0.055
C -4.3782 1.8851 0.2335 0.018 0.013 0.022
C 2.3692 2.8029 3.1959 0.091 -0.085 -0.025
C -4.2392 -2.7631 0.7247 0.010 -0.011 0.020
C -2.6702 -1.0403 -2.0628 0.003 0.008 -0.022
C 1.9114 -0.5788 0.3917 0.053 0.034 -0.023
C -0.4322 2.8596 2.5282 -0.185 -0.036 0.005
C 5.2948 0.3352 0.8290 -0.005 0.045 0.016
C 5.2368 -0.5525 -0.2346 0.030 -0.013 -0.004
C 1.8541 2.8178 -4.2931 -0.014 -0.008 0.028
C -4.4439 2.6852 2.4978 0.033 -0.003 -0.007
C 0.9706 -1.9393 3.1182 0.047 -0.043 0.036
C 0.1378 4.3257 -4.9784 0.005 -0.008 -0.026
C 0.0422 3.3373 -2.7464 -0.094 -0.039 -0.022
C 1.4891 -0.8514 3.6925 -0.041 0.075 -0.024
C -3.1140 -3.5531 0.7972 -0.022 -0.042 -0.008
C 6.1762 1.4086 0.8041 0.001 0.014 0.024
C 1.5654 3.7936 3.6329 -0.042 0.077 0.041
C -5.7615 1.8921 0.1817 -0.012 -0.006 0.004
C -3.7080 0.4664 -4.0883 0.037 0.006 0.022
C 6.0937 -0.3611 -1.3153 -0.001 -0.014 -0.008
C -5.2020 -1.3660 -4.7474 0.013 0.009 0.005
C 1.3077 3.6116 -5.2691 0.002 0.003 0.003
B -0.6155 -3.1904 1.4033 -0.116 -0.105 -0.097
H 1.9813 4.6360 4.1716 0.008 -0.003 -0.003
H -3.9223 2.9851 3.3948 -0.010 0.002 0.007
H 0.3231 -5.6096 -0.0340 -0.001 -0.004 -0.007
H 1.2055 -2.9332 3.4744 -0.001 -0.010 0.002
H 2.7571 2.2686 -4.5231 0.008 0.013 -0.017
H -6.3924 2.9999 3.3086 0.004 0.001 0.002
H -6.2663 1.5858 -0.7267 0.005 0.003 -0.001
H -0.4741 4.5457 3.7747 -0.008 -0.001 -0.002
H -3.8170 1.5736 -0.6416 -0.015 -0.002 -0.007
H -0.2920 4.9826 -5.7252 -0.006 0.003 0.006
H 3.8411 2.5278 -2.7917 0.007 0.002 -0.005
H 6.2000 2.0994 1.6375 0.005 0.002 -0.004
H 6.0574 -1.0504 -2.1522 0.001 0.003 0.001
H 2.1518 -0.9778 4.5364 0.008 -0.039 -0.006
H -1.1046 -6.1045 5.0379 -0.002 0.012 0.008
H 7.7014 2.4390 -0.2988 0.001 0.000 -0.002
H -2.2237 -1.6079 -1.2561 -0.012 -0.007 0.013
H 7.6346 0.8387 -2.1918 0.002 0.003 0.001
H 3.7622 0.7573 -2.6932 0.004 -0.013 0.000
H -2.9730 -4.6048 0.6026 0.004 0.008 -0.005
H 4.6402 0.1952 1.6812 0.003 -0.009 -0.009
H 3.8017 -1.7800 -1.2601 -0.012 -0.014 0.005
H 3.9258 1.6974 -1.2323 0.000 -0.005 -0.015
H -7.5804 2.2964 1.2535 -0.002 0.003 0.006
H -1.3678 4.7467 -3.5095 0.003 0.010 -0.010
H 4.8380 -2.6626 -0.1389 -0.003 0.005 -0.023
H 1.2842 -6.5511 3.7516 0.001 0.000 -0.004
H -5.2370 -3.0622 0.4530 0.001 -0.003 -0.006
H 3.4432 2.8169 3.3197 -0.003 0.017 0.016
H 1.7786 3.6917 -6.2389 0.006 -0.004 0.001
H -4.0978 1.0871 -4.8816 -0.003 0.001 -0.001
H -4.3502 -0.5717 1.2113 0.005 0.005 -0.003
H 0.8482 -2.3296 -2.7740 0.001 0.002 0.009
H -2.3365 1.9461 -3.3414 -0.006 0.002 0.014
H 0.6153 1.0002 4.2361 0.004 -0.011 -0.006
H -3.9944 -2.6091 -2.6849 0.008 -0.001 0.007
H 1.1566 -5.0539 -2.5959 -0.009 -0.020 0.008
H -2.2791 -4.1554 3.5154 0.013 0.013 0.013
H 2.4362 1.2156 1.7824 -0.017 0.012 -0.016
```
Positions in Å, forces in eV/Å.

Record 5
This record from OMol25 describes C7H12 in the gas phase. The level of theory is ωB97M-V/def2-TZVPD.

Properties
Kohn-Sham gap ... 10.00 eV
Energy ... -273.838427 Ha
LUMO energy ... 1.108 eV
SMILES string ... C=C(C)C/C=C/C
Energy relative to the best compared isomer or geometry (same formula, charge and spin) ... 184.12 kJ/mol

```
19
Properties=species:S:1:pos:R:3:forces:R:3
C 1.1961 -0.9819 0.0529 -0.119 -1.197 1.333
C -2.2413 1.9719 0.2634 -0.200 -1.098 -1.343
C 1.7197 -2.0572 0.6551 -0.405 -0.539 0.171
C 1.8888 0.3473 0.2249 -1.529 0.168 -2.192
C -0.8490 0.1219 -0.8552 -0.686 1.109 0.655
C -1.5674 0.6173 0.1529 0.426 0.434 -0.722
C -0.1303 -1.1684 -0.7596 2.323 0.423 -0.633
H 2.3011 0.5133 -0.7906 0.970 -0.079 0.599
H -0.6882 -2.0138 -0.3473 0.039 0.328 -0.153
H -1.5153 0.0629 1.0669 -0.496 -0.594 0.458
H -2.6519 1.9824 1.2662 0.260 1.116 0.129
H 1.1643 1.1746 0.1552 0.158 -0.173 1.131
H -1.5929 2.7520 -0.1433 0.218 0.294 1.074
H 2.5896 0.3548 1.0528 0.059 0.240 -0.242
H -3.0803 2.0760 -0.4375 -0.171 -0.478 0.228
H 2.4613 -2.0809 1.4501 0.380 0.630 -0.455
H 0.2179 -1.3776 -1.7833 -0.359 -0.527 0.171
H -0.5908 0.7766 -1.6916 -0.411 -0.290 -0.139
H 1.3685 -3.0712 0.4680 -0.456 0.233 -0.072
```
Positions in Å, forces in eV/Å.